1.
{
  "formula": "C30H26AsBr3CeCl5N4S",
  "method": "ωB97M-V with the def2-TZVPD basis set",
  "spin_multiplicity": 2,
  "de_lowest_kj_mol": 168.14,
  "species": ["Ce", "Br", "Br", "Br", "As", "Cl", "Cl", "Cl", "Cl", "Cl", "S", "N", "N", "N", "N", "C", "C", "C", "C", "C", "C", "C", "C", "C", "C", "C", "C", "C", "C", "C", "C", "C", "C", "C", "C", "C", "C", "C", "C", "C", "C", "C", "C", "C", "C", "H", "H", "H", "H", "H", "H", "H", "H", "H", "H", "H", "H", "H", "H", "H", "H", "H", "H", "H", "H", "H", "H", "H", "H", "H", "H"],
  "coordinates": [[10.75858, 12.02438, 12.65763], [10.06107, 14.82220, 18.22430], [16.47540, 11.93720, 15.91425], [12.77981, 9.51083, 7.58384], [12.04079, 7.70617, 12.21524], [11.32088, 15.82144, 11.95847], [9.07122, 17.93908, 12.82352], [6.12795, 16.99922, 13.14091], [5.50298, 13.97598, 13.69013], [7.94088, 12.20633, 14.45822], [12.18717, 9.88169, 12.58112], [9.25194, 10.69360, 11.61658], [10.88789, 12.06760, 15.32542], [11.68302, 12.59758, 10.21499], [13.32342, 12.89176, 13.33146], [14.07711, 12.37735, 14.37461], [12.01362, 11.08029, 8.35517], [12.23960, 11.50538, 9.64820], [6.29058, 8.06950, 10.45828], [10.68143, 13.18646, 17.46169], [6.92890, 8.91961, 9.51380], [7.95217, 9.74795, 9.92980], [10.53025, 7.06998, 13.22049], [14.00742, 13.48996, 12.33654], [9.70114, 15.29520, 12.54953], [11.09947, 12.00470, 18.12581], [8.31482, 9.85906, 11.27878], [7.10890, 14.53666, 13.43535], [7.36487, 15.84546, 12.98605], [10.81328, 13.36072, 9.47153], [10.71246, 13.22088, 16.04646], [15.49560, 12.40267, 14.33573], [16.17976, 12.96173, 13.25934], [15.42953, 13.60551, 12.27694], [11.26046, 10.82420, 17.36733], [11.11826, 11.92239, 7.58120], [8.17338, 13.69940, 13.55174], [6.83540, 8.00786, 11.77638], [10.99940, 10.89383, 16.01108], [9.43741, 14.01546, 13.01876], [7.67103, 8.97130, 12.22591], [13.78843, 6.94554, 12.76685], [10.47382, 13.02726, 8.14982], [11.92161, 7.31657, 10.30490], [8.67847, 16.27542, 12.70953], [10.89626, 7.07446, 14.27548], [13.58758, 11.82114, 15.13531], [6.64118, 9.00080, 8.45308], [17.26441, 12.90860, 13.26726], [10.29878, 6.08561, 12.82763], [15.91627, 14.14298, 11.45358], [6.56644, 7.15911, 12.37663], [9.64513, 7.69130, 13.24899], [5.45970, 7.42963, 10.10670], [9.72166, 13.61463, 7.55922], [11.64982, 9.89395, 17.81007], [11.00027, 10.00037, 15.40700], [11.97456, 8.29292, 9.80091], [10.99136, 11.67447, 6.52579], [10.43601, 14.25841, 9.92387], [11.24145, 11.96856, 19.16583], [10.48293, 14.10000, 15.47038], [13.35332, 13.82794, 11.49481], [12.93705, 10.96587, 10.28350], [13.67567, 5.89035, 12.98573], [14.03869, 7.50688, 13.67760], [8.41487, 10.47471, 9.28406], [10.95496, 6.85086, 10.07484], [12.71021, 6.69566, 9.89085], [8.00486, 9.05919, 13.25445], [14.53219, 7.17335, 11.98177]],
  "lowdin_spin": [1.01, 0.00, 0.00, 0.00, 0.00, 0.00, 0.00, 0.00, 0.00, 0.00, 0.00, -0.02, 0.00, 0.00, 0.00, 0.00, 0.00, 0.00, 0.00, 0.00, 0.00, 0.00, 0.00, 0.00, 0.00, 0.00, 0.00, 0.00, 0.00, 0.00, 0.00, 0.00, 0.00, 0.00, 0.00, 0.00, 0.00, 0.00, 0.00, 0.00, 0.00, 0.00, 0.00, 0.00, 0.00, 0.00, 0.00, 0.00, 0.00, 0.00, 0.00, 0.00, 0.00, 0.00, 0.00, 0.00, 0.00, 0.00, 0.00, 0.00, 0.00, 0.00, 0.00, 0.00, 0.00, 0.00, 0.00, 0.00, 0.00, 0.00, 0.00]
}

=====

2.
{
  "formula": "C2H4",
  "method": "ωB97M-V with the def2-TZVPD basis set",
  "spin_multiplicity": 1,
  "de_lowest_kj_mol": 35.69,
  "smiles": "C=C",
  "species": ["C", "C", "H", "H", "H", "H"],
  "coordinates": [[-0.15793, 0.64538, -0.05775], [0.20368, -0.58951, 0.06319], [1.17145, -1.09927, 0.36081], [-0.43151, -1.39881, -0.39974], [0.42548, 1.53205, 0.24925], [-1.21116, 0.91016, -0.21577]],
  "nbo_charge": [-0.39, -0.39, 0.20, 0.19, 0.19, 0.20]
}

=====

3.
{
  "formula": "C12H14ClIN2Ni",
  "method": "ωB97M-V with the def2-TZVPD basis set",
  "spin_multiplicity": 3,
  "de_lowest_kj_mol": 0.00,
  "species": ["I", "Ni", "Cl", "N", "N", "C", "C", "C", "C", "C", "C", "C", "C", "C", "C", "C", "C", "H", "H", "H", "H", "H", "H", "H", "H", "H", "H", "H", "H", "H", "H"],
  "coordinates": [[0.13558, 2.55220, 1.40546], [0.05140, 0.24063, 0.77485], [-0.21100, -0.99324, 2.59677], [0.20613, -1.46863, -0.29890], [-1.76753, 0.15586, -0.05246], [-0.93822, -1.87777, -0.92900], [3.27173, 3.87979, 1.78061], [-4.20748, -0.04476, -1.39759], [1.16416, -2.39830, -0.06962], [-3.94279, 1.03138, -0.54493], [-3.26703, -1.07941, -1.51419], [-2.75401, 1.04831, 0.16606], [0.12175, -3.94095, -1.59925], [-0.99489, -3.10084, -1.63256], [1.19423, -3.60234, -0.76799], [4.39870, 2.93470, 1.40835], [-2.04559, -0.93791, -0.81763], [1.86827, -2.13722, 0.73063], [0.14375, -4.84935, -2.21934], [3.58398, 4.51854, 2.61302], [-2.49907, 1.82395, 0.88378], [5.20272, 3.50162, 0.92942], [2.06688, -4.24363, -0.67445], [-1.88415, -3.29401, -2.24415], [2.99275, 4.50929, 0.93092], [-3.39707, -1.93906, -2.17160], [2.36188, 3.32561, 2.09553], [4.08652, 2.14020, 0.71656], [-5.13355, -0.07712, -1.97691], [4.81823, 2.45677, 2.30035], [-4.62627, 1.86568, -0.42177]],
  "lowdin_spin": [0.10, 1.65, 0.12, 0.04, 0.06, 0.00, 0.00, 0.00, 0.01, 0.00, 0.00, 0.01, 0.00, 0.00, 0.00, 0.00, 0.00, 0.00, 0.00, 0.00, 0.00, 0.00, 0.00, 0.00, 0.00, 0.00, 0.00, 0.00, 0.00, 0.00, 0.00]
}

=====

4.
{
  "formula": "C50H87ClN8O12",
  "method": "ωB97M-V with the def2-TZVPD basis set",
  "spin_multiplicity": 1,
  "energy_ev": -102273.4117,
  "smiles": "C=CC(=O)OCCCCCCc1cc(CCN)c(CCOC(C)=O)c2c1C(=O)C(CCCCN)=C(CCCCl)C2=O.CNC(C)=O.CNC(C)=O.CNC(C)=O.CNC(C)=O.CNC(C)=O.CNC(C)=O",
  "species": ["Cl", "O", "O", "O", "O", "O", "O", "O", "O", "O", "O", "O", "O", "N", "N", "N", "N", "N", "N", "N", "N", "C", "C", "C", "C", "C", "C", "C", "C", "C", "C", "C", "C", "C", "C", "C", "C", "C", "C", "C", "C", "C", "C", "C", "C", "C", "C", "C", "C", "C", "C", "C", "C", "C", "C", "C", "C", "C", "C", "C", "C", "C", "C", "C", "C", "C", "C", "C", "C", "C", "C", "H", "H", "H", "H", "H", "H", "H", "H", "H", "H", "H", "H", "H", "H", "H", "H", "H", "H", "H", "H", "H", "H", "H", "H", "H", "H", "H", "H", "H", "H", "H", "H", "H", "H", "H", "H", "H", "H", "H", "H", "H", "H", "H", "H", "H", "H", "H", "H", "H", "H", "H", "H", "H", "H", "H", "H", "H", "H", "H", "H", "H", "H", "H", "H", "H", "H", "H", "H", "H", "H", "H", "H", "H", "H", "H", "H", "H", "H", "H", "H", "H", "H", "H", "H", "H", "H", "H"],
  "coordinates": [[-4.02471, 1.53215, -3.90956], [0.77874, -7.69346, -0.52195], [-7.20712, 1.97499, 0.31795], [-6.35390, 6.72303, -3.69499], [4.02908, -7.28604, 3.43868], [-0.11595, 0.97728, -4.84172], [2.39020, -6.08392, -0.50503], [5.91630, 6.04720, 1.10079], [-2.24851, 2.49210, 1.48098], [2.96404, -2.01669, -4.77377], [-6.25027, 1.86622, 2.34520], [1.67335, 4.48114, 0.07113], [0.78871, -1.50218, 0.40027], [1.31651, 5.31858, 2.10310], [-7.46913, 5.41977, -2.25474], [-3.24159, 0.09804, 5.97054], [4.80777, 7.22608, -0.44628], [-1.20235, 2.18063, -6.37921], [2.00821, -3.62676, -3.54295], [3.72164, 2.80812, 1.31955], [5.19244, -7.46757, 5.34314], [-2.85245, 1.34141, -2.55092], [0.96026, 1.17285, -6.97023], [-0.18361, -0.77185, 0.49204], [5.07754, -7.10116, 4.04200], [-8.16679, 4.22711, -1.79913], [5.83683, 6.42914, -0.05671], [-1.84631, 1.41927, 1.05693], [0.87227, 6.28460, 3.08836], [3.71155, 1.98419, 0.08623], [-4.87888, 1.67468, 1.86866], [-2.49220, 2.69991, -1.92141], [-7.00173, 4.56679, -4.50730], [2.37497, -4.02349, -5.93598], [-4.37739, -1.45492, 4.39424], [-0.67873, -4.54786, 2.83438], [3.77011, -8.44212, 0.72231], [-1.05699, 1.43480, -0.22211], [-6.90965, 5.65818, -3.46816], [1.80647, -7.26008, -0.05628], [1.24289, 5.39551, 0.75127], [0.50851, -5.56058, 2.81905], [2.47789, -3.13646, -4.71818], [-2.44792, -2.25738, 3.08223], [-3.28850, -1.20424, 3.35426], [-7.77340, 0.05524, 1.67271], [6.85748, 6.04259, -1.09909], [-1.19273, 2.65671, -1.08163], [6.34169, -7.33238, 6.21966], [0.62321, 6.63306, 0.14209], [1.90295, -4.90568, 2.84869], [-3.79523, -1.25605, 5.79674], [2.52020, -8.00269, 1.04358], [0.57797, 0.32113, -1.72460], [-3.11794, 0.02792, 2.72640], [2.27320, 1.43253, -0.05520], [-4.03237, 1.18603, 3.07248], [-7.08590, 1.36596, 1.35268], [-1.40808, -2.16933, 2.19114], [6.27686, -6.46678, 3.38204], [1.40150, -4.92484, -3.28070], [4.53946, 7.77530, -1.76158], [1.94007, 1.07095, -1.50719], [-1.26181, -0.96092, 1.53024], [-2.09466, 0.12125, 1.78967], [-0.14780, 1.42767, -5.97933], [-0.45471, -3.33581, 1.92605], [-1.43517, 2.80445, -7.66712], [2.62247, -4.63038, 1.49493], [1.86630, -4.92883, 0.19491], [-0.27551, 0.37870, -0.46704], [6.02836, -6.23192, 2.35073], [7.12308, -7.15485, 3.38717], [-6.49930, 3.66339, -4.15739], [-0.33066, 2.79522, -1.73851], [6.38339, 5.48504, -1.90801], [0.40803, -6.14995, 3.73965], [4.41773, 3.54175, 1.24956], [1.19019, 7.52325, 0.42155], [1.95278, 2.01526, -2.06716], [-8.81985, 0.10956, 1.37506], [-4.51586, -1.44438, 6.59865], [-7.36904, 6.18849, -1.61128], [2.55336, -5.54168, 3.45069], [6.54778, -5.54165, 3.89224], [-3.39050, 2.02472, 3.36172], [4.38944, 1.13017, 0.21921], [4.57933, -7.72254, 0.57628], [7.18131, -6.87314, 5.70932], [-0.62153, -3.61379, 0.87972], [0.32577, -6.25489, 1.99286], [3.58349, -5.15553, 1.47696], [1.81896, -3.96325, 3.40678], [-7.64604, 3.82787, -0.93117], [-9.18032, 4.50825, -1.50430], [0.39548, -4.76445, -2.88670], [4.35391, -7.88371, 5.71696], [-1.89530, 2.29926, -5.65565], [2.08894, -4.10699, -0.49415], [-2.41692, 0.20384, 5.38479], [-1.53551, 3.88245, -7.52872], [-2.44500, 3.43567, -2.72782], [-0.41374, 6.73883, 0.46392], [3.98908, 2.61596, -0.76029], [6.06503, -6.71931, 7.07880], [1.33165, -4.26186, -6.14680], [-2.36725, 2.42070, -8.08583], [2.89034, -3.56567, 1.47404], [2.72334, 0.44952, -1.96012], [-4.67274, 1.00531, 3.92947], [-1.54241, -5.09109, 2.42116], [-5.25378, -0.82494, 4.22576], [0.77973, -4.96785, 0.28029], [-2.62130, -3.18027, 3.62619], [-6.51171, 4.90588, -5.41545], [4.51684, 8.86484, -1.69623], [2.04118, -8.11749, 2.01621], [-7.23265, -0.72919, 1.13189], [0.08377, 0.83497, -2.54762], [4.16665, 7.44089, 0.30091], [-2.87917, 0.18014, 6.91534], [2.94241, -4.94303, -5.78693], [1.60868, 2.23159, 0.27188], [-1.20408, 3.55067, -0.44847], [-4.52248, 2.63701, 1.50737], [6.63594, -8.32035, 6.57734], [-8.04512, 4.34589, -4.73661], [7.34946, 6.93036, -1.49883], [0.54350, -2.90661, 2.00706], [1.41642, 2.11370, -7.28141], [1.99470, -5.44347, -2.52824], [1.72095, 0.55865, -6.49587], [1.74395, 4.46145, 2.42613], [-4.84333, 0.91388, 1.07971], [1.34475, -5.53088, -4.17894], [3.99702, -9.50710, 0.64900], [-7.67932, -0.17239, 2.73679], [-4.71539, -2.48555, 4.23535], [-1.97035, 0.85367, -2.96789], [2.78918, -3.49527, -6.78992], [3.92426, 2.21701, 2.11600], [2.19841, 0.58674, 0.63772], [-8.21389, 3.46697, -2.57133], [-0.95060, -4.30063, 3.86420], [0.71417, -0.70827, -2.06421], [3.56168, 7.42745, -2.10021], [7.60856, 5.40950, -0.63605], [-3.29118, 0.69517, -1.78796], [0.64110, 6.53694, -0.94010], [0.57687, 0.64009, -7.84148], [1.72542, 6.59267, 3.69618], [2.10823, -2.98232, -2.77385], [-2.97578, -1.98214, 5.94175], [0.13190, 5.81615, 3.73968], [5.29384, 7.47630, -2.48124], [-0.62384, 2.60694, -8.35980], [0.43241, 7.15986, 2.62125], [-3.31655, 2.93566, -1.23589]],
  "mulliken_charge": [-0.22, -0.58, -0.57, -0.67, -0.56, -0.55, -0.59, -0.66, -0.76, -0.65, -0.49, -0.58, -0.66, 0.02, -0.13, -0.54, -0.12, -0.05, 0.08, -0.37, -0.21, -0.08, -1.47, 0.00, 0.84, -0.69, 0.89, 0.87, -1.00, -1.05, -0.66, -0.98, -1.08, -1.38, -1.24, -1.89, -0.58, 0.78, 0.75, 0.70, 0.86, -0.50, 0.90, -0.42, -0.18, -1.08, -1.37, -0.75, -0.92, -1.71, -0.58, -0.66, -0.13, 0.07, 0.26, 0.87, -1.22, 0.82, -0.25, -1.37, -0.90, -0.88, -1.23, -0.10, 0.11, 0.92, 0.63, -1.00, -0.44, -0.09, 0.97, 0.23, 0.42, 0.25, 0.28, 0.34, 0.37, 0.14, 0.47, 0.41, 0.37, 0.50, 0.21, 0.15, 0.38, 0.37, 0.42, 0.21, 0.35, 0.43, 0.31, 0.20, 0.51, 0.22, 0.29, 0.21, 0.25, 0.06, -0.57, 0.18, 0.30, 0.55, 0.42, 0.45, 0.30, 0.35, 0.29, 0.50, 0.47, 0.76, 0.27, 0.12, 0.85, 0.58, 0.28, 0.31, 0.32, 0.27, -0.82, 0.19, 0.30, 0.37, -0.35, 0.17, 0.21, 0.29, 0.35, 0.40, 0.18, 0.36, 0.32, 0.27, 0.21, 0.49, 0.40, 0.25, 0.35, 0.55, 0.00, 0.32, 0.22, -0.07, 0.28, 0.60, 0.37, 0.26, 0.31, 0.32, 0.29, 0.39, 0.31, 0.04, 0.35, 0.28, 0.35, 0.40, 0.39, 0.17]
}

=====

5.
{
  "formula": "C5H10O",
  "method": "ωB97M-V with the def2-TZVPD basis set",
  "spin_multiplicity": 1,
  "de_lowest_kj_mol": 171.95,
  "smiles": "CC[C@@]1(C)CO1",
  "species": ["O", "C", "C", "C", "C", "C", "H", "H", "H", "H", "H", "H", "H", "H", "H", "H"],
  "coordinates": [[1.74620, 0.36761, 1.12035], [0.43989, 0.27390, 0.50393], [1.47639, -0.72259, 0.26314], [-0.75197, -0.30117, -1.40340], [-0.65764, 0.13878, 1.54619], [-0.06256, 0.93392, -0.77035], [-1.24428, -0.94338, -0.65712], [0.02406, -0.93802, -1.84417], [-0.21806, 0.53225, 2.46068], [-1.53877, 0.74567, 1.29618], [1.37601, -1.74009, 0.63499], [-0.74185, 1.78110, -0.58759], [0.72283, 1.29647, -1.44364], [-0.98872, -0.88924, 1.71850], [-1.48960, -0.04529, -2.15788], [2.01294, -0.62993, -0.68404]],
  "nbo_charge": [-0.49, 0.21, -0.11, -0.60, -0.64, -0.42, 0.21, 0.21, 0.24, 0.21, 0.18, 0.21, 0.22, 0.22, 0.21, 0.17]
}

=====

6.
{
  "formula": "C10H10N7O2",
  "method": "ωB97M-V with the def2-TZVPD basis set",
  "spin_multiplicity": 1,
  "charge": -1,
  "energy_ev": -25055.5622,
  "species": ["O", "O", "N", "N", "N", "N", "N", "N", "N", "C", "C", "C", "C", "C", "C", "C", "C", "C", "C", "H", "H", "H", "H", "H", "H", "H", "H", "H", "H"],
  "coordinates": [[-2.65245, -0.58632, -0.98698], [-2.56175, -2.26989, -2.41855], [1.31460, -0.85406, 1.83651], [-0.19683, 0.62904, 0.11548], [2.32146, -1.55497, 2.21577], [0.78269, -1.45016, 0.73840], [2.50343, -2.63089, 1.38529], [-2.05790, -1.57151, -1.50169], [-0.20806, 2.77892, 0.69709], [0.38955, 1.31568, -0.92091], [-0.41532, -0.86045, 0.19260], [-0.44813, 1.54449, 1.13886], [1.07806, -3.39364, -0.60522], [-0.93769, 1.26225, 2.49960], [-0.76152, -1.80461, -0.99067], [0.26803, 2.70457, -0.56596], [-0.00097, -2.94227, -1.36250], [1.49745, -2.57053, 0.47558], [0.50049, 3.88695, -1.41485], [-1.85970, 1.81930, 2.68657], [0.82625, 0.84645, -1.80219], [-1.27375, -1.00166, 0.88934], [-0.16636, -3.41195, -2.35923], [0.65006, 3.56317, -2.45284], [-1.12250, 0.19990, 2.63737], [1.39171, 4.46246, -1.12402], [-0.20062, 1.56486, 3.25070], [1.69598, -4.25010, -0.82088], [-0.35620, 4.57496, -1.43266]],
  "nbo_charge": [-0.50, -0.50, -0.10, -0.34, -0.07, -0.23, -0.35, 0.49, -0.49, -0.11, 0.14, 0.37, -0.39, -0.65, -0.13, 0.09, -0.13, 0.32, -0.63, 0.22, 0.22, 0.22, 0.24, 0.21, 0.22, 0.21, 0.23, 0.22, 0.22]
}